The following is a quantum chemistry calculation of a cluster of 12 separate species, C52H151N26O12P7 in total at a distorted geometry, from the OMol25 dataset.

Geometry (Å):
C 0.182 6.496 3.097
H -1.334 -3.261 -1.099
N -8.271 -0.836 -3.279
P 2.299 -8.374 1.384
H 6.429 1.057 -3.387
H 6.248 1.475 6.049
C 3.166 1.004 -5.882
C -6.546 -1.891 1.668
C 6.443 -1.144 -7.863
C -1.058 8.418 -1.617
P 5.458 -0.607 -5.434
H 6.641 3.603 -3.583
H -7.032 -1.579 0.743
H -2.073 8.472 1.494
H 3.538 -6.127 3.107
C -1.663 -0.244 -0.489
H 4.055 -11.110 -0.013
C 1.197 1.088 2.613
H 5.255 3.454 0.117
C 7.286 0.827 -4.020
H 3.690 3.895 7.468
O 4.345 4.520 3.874
H 3.727 1.576 -6.621
H 2.604 0.296 -6.491
H -1.750 3.533 3.403
C -8.807 -1.756 2.585
H 1.139 6.982 3.288
C -2.761 3.109 1.501
H 2.342 -10.502 3.266
H 2.481 1.651 -5.334
H 2.188 8.220 1.768
C 1.192 -9.531 -0.855
C -9.191 -1.012 -4.422
C 4.163 -1.732 -7.657
C 5.896 1.067 5.101
H -0.239 9.816 0.914
O -0.647 5.734 -0.323
C 4.678 4.347 7.378
H 1.835 5.630 -1.430
H -2.367 0.808 -3.752
O -3.601 2.287 1.584
H 1.775 1.940 7.068
C -7.829 -3.769 -1.877
H 3.056 -0.812 -3.486
H -2.122 4.961 2.405
C -1.569 -0.793 -4.672
N 5.250 -0.963 -7.113
C 6.513 1.836 -6.174
C -5.667 -3.148 6.167
H 0.397 4.261 -1.972
N -2.605 -0.095 -4.137
N -5.947 -1.096 -2.052
H 4.398 -2.790 -7.533
C 6.585 4.220 6.020
N 1.345 1.157 1.150
C -2.439 3.953 2.670
H -0.123 -1.823 2.155
H -1.474 4.209 0.257
O -6.064 -1.302 -4.698
O 1.248 -8.265 2.459
C 5.972 3.120 -1.738
H -8.994 -0.850 2.009
H -2.171 2.801 -0.412
C 4.237 -10.164 0.496
N -0.422 7.210 1.977
C 4.035 -6.717 0.193
H 4.066 -1.842 1.109
H 0.320 10.338 -0.727
H 7.156 4.276 6.947
H -0.666 9.141 -2.333
O 5.689 -1.872 -4.735
H 5.059 4.149 -3.157
H -2.365 -3.561 -4.294
H -0.341 -4.388 -1.957
H 7.491 2.281 -6.355
H 0.128 -9.631 -0.637
H 0.130 1.129 2.833
H -5.727 1.191 3.764
P 4.329 3.395 4.765
H 3.037 6.761 2.161
H 6.096 1.496 -7.123
H -4.807 0.597 -2.566
H -4.646 -3.107 5.787
C 0.379 9.575 0.049
H -2.356 7.434 2.781
C -0.903 -1.204 1.711
N 2.804 2.834 5.372
H -5.503 -2.682 -0.758
H -3.778 -1.217 2.613
C -4.997 -2.067 -1.502
H 4.295 -9.436 -0.313
C 3.641 0.104 -3.561
H -4.582 -2.738 -2.254
H -9.670 0.288 -2.328
H 3.945 -1.255 -0.362
H -8.842 -3.405 -1.700
H 4.592 5.431 7.307
H -4.197 -1.565 -0.960
H 7.175 -0.396 -7.559
C -1.174 3.489 -2.994
H -2.046 8.704 -1.254
O -7.618 -0.640 5.289
H -5.924 -4.024 6.763
N -5.173 -0.844 4.023
O -1.751 2.484 -3.329
H 0.775 3.449 5.096
H 1.286 -6.266 -0.168
H -7.043 -4.479 -4.838
N -0.175 8.323 -0.434
H -4.651 0.808 5.189
H -10.076 -0.406 -4.229
H -3.404 4.088 3.159
H -6.418 0.851 -2.035
H -5.696 -1.211 1.606
C 1.727 -2.855 0.018
C 2.540 1.734 6.320
H 6.786 0.753 4.555
H -8.432 -3.323 6.189
H -6.287 -5.226 -3.469
C -7.931 -3.766 5.329
H 1.760 -10.383 -0.483
H 7.050 -2.021 -7.641
H 4.583 0.116 -3.013
H 3.268 -11.747 2.339
H -3.538 -0.445 -4.301
H -7.612 -4.786 5.543
H -7.348 -3.328 -1.004
H 0.553 2.611 -2.510
O -1.754 -1.831 -5.253
H -9.459 -1.618 3.447
H -1.083 5.526 -3.306
N 6.637 0.619 -5.302
H -3.176 -1.505 4.263
H -1.089 -0.474 2.499
H 5.346 0.143 5.278
H 6.304 -1.076 -8.942
N 3.131 -9.865 1.391
C 3.445 -1.108 0.596
H -2.604 5.057 -2.319
C 1.687 2.489 0.626
H 1.206 -9.367 -1.933
H -8.632 -3.850 4.499
C 4.285 -6.792 2.674
H -8.722 -0.839 -5.390
H -2.473 0.238 0.058
N 1.781 6.698 0.394
N -7.420 -1.652 2.791
H -8.329 0.186 -1.358
C 1.100 -7.110 -0.832
H 2.722 4.867 -0.129
H -1.019 -2.930 -2.780
N -6.644 -3.075 5.077
H 2.030 2.413 -0.406
C -6.428 -4.265 -3.963
N -2.767 -4.301 -3.735
N -7.162 -3.239 -3.167
H 7.605 -0.117 -3.577
N -2.062 3.399 0.394
H 3.423 6.240 -0.806
N 5.094 1.979 4.248
H 0.323 5.435 2.890
H -1.757 -1.881 1.705
H 8.018 1.634 -3.992
N -0.553 -0.594 0.482
H -2.085 -1.040 -1.102
C 4.838 1.456 2.833
H -9.639 -2.003 -4.502
H -6.358 -2.958 1.550
P 0.984 -0.103 0.077
N 0.104 3.512 -2.582
C -4.022 -1.637 3.588
O 7.002 2.794 -1.279
N 4.002 0.178 -4.967
H 5.059 -6.380 0.356
H 3.611 -0.129 1.045
H -5.771 -2.216 6.723
H 1.406 9.397 0.368
H 3.024 0.969 -3.317
H 2.520 -3.520 0.360
H 3.564 7.775 0.783
H 4.316 2.212 -0.702
H 4.091 3.911 -1.275
H 1.498 -6.984 -1.839
H 1.484 0.089 2.940
H 0.859 3.197 0.674
H 7.102 3.434 5.470
C -1.887 4.818 -3.103
C -0.195 -0.242 -4.722
H 3.204 -1.496 -7.197
O 1.087 0.192 -1.380
C -1.207 -3.736 -2.072
H 1.647 1.909 3.171
H 5.183 -10.252 1.031
H 3.762 1.591 2.725
H -5.388 -4.071 -4.226
H -2.451 4.801 -4.035
H -0.284 0.731 -4.238
H 0.025 -7.228 -0.972
N 2.017 -1.397 0.514
C -4.916 0.578 4.157
H 5.311 2.077 2.072
C -8.888 -0.426 -2.066
N 5.227 3.730 6.153
P 0.108 6.855 0.327
H -5.107 0.426 -0.819
H 0.715 -3.130 0.316
N 5.844 3.543 -2.966
H 1.927 4.592 4.569
H 5.971 2.677 -5.743
H 4.430 -7.582 3.411
H -1.349 0.490 -1.232
H 1.704 -2.783 -1.069
H 4.126 -10.310 3.114
H -0.490 6.632 3.944
C -2.334 -4.526 -2.550
H 3.386 1.329 6.875
C 2.706 7.371 1.321
H -9.454 -1.228 -1.591
H -3.672 -4.726 -3.874
H -1.282 7.413 -1.975
H 4.036 -7.488 -0.576
C -5.524 0.269 -1.814
H 4.162 -1.664 -8.745
H -1.351 8.834 3.046
N 3.635 -7.315 1.461
H 2.423 2.880 1.329
C -1.553 8.027 2.342
P -6.797 -1.615 -3.433
N 1.677 -8.318 -0.208
C 4.776 3.192 -0.826
H -7.721 -4.847 -1.760
H -4.049 0.870 3.565
H 5.308 -6.453 2.506
H 1.800 4.314 6.339
C 2.444 5.834 -0.550
C 1.754 3.854 5.352
H -9.169 -2.615 2.021
H 2.153 0.943 5.678
H 5.324 4.135 8.230
O -2.999 -5.215 -1.764
H 0.209 -0.228 -5.734
H 0.370 -0.814 -3.986
H -4.181 -2.697 3.389
C 3.220 -10.704 2.653
H 3.456 -5.834 -0.079
H 5.145 0.420 2.694
P -6.754 -1.430 4.370
H 6.627 5.206 5.558

Charge   0
LUMO   0.097 eV
HOMO-LUMO gap   8.05 eV
SMILES string   CN(C)P(=O)(N(C)C)N(C)C.CN(C)P(=O)(N(C)C)N(C)C.CN(C)P(=O)(N(C)C)N(C)C.CN(C)P(=O)(N(C)C)N(C)C.CN(C)P(=O)(N(C)C)N(C)C.CN(C)P(=O)(N(C)C)N(C)C.CN(C)P(=O)(N(C)C)N(C)C.CC(N)=O.CC(N)=O.CC(N)=O.CC(N)=O.CC(N)=O
Highest occupied orbital energy   -7.96 eV


The following is a quantum chemistry calculation of the molecule C20H28ClN3O2, from the OMol25 dataset.

Geometry (Å):
H -0.394 -2.062 2.434
Cl 7.586 0.048 2.220
H 5.252 2.505 -1.230
C -3.572 1.513 -1.456
H -2.183 -0.503 1.926
C 0.773 -2.779 -0.673
N -4.322 0.445 0.728
H -3.030 0.639 -1.811
N -1.905 -2.357 1.055
C -5.759 0.420 0.500
H 4.762 -1.744 -0.961
H -4.110 2.467 0.398
H 4.464 0.431 -3.356
C -3.738 -0.864 0.491
H 2.953 2.571 0.920
C 1.634 -2.264 -1.620
H 0.338 -3.757 -0.817
H 0.816 -0.228 1.508
C 3.903 0.454 -2.413
C 2.215 -1.008 -1.474
H -1.627 -0.413 0.235
H -6.292 2.527 0.369
C 0.481 -2.049 0.470
H 1.885 -2.825 -2.506
C 6.327 1.474 0.307
H 6.811 2.347 0.715
C -3.628 1.542 0.077
C -6.464 1.670 1.015
C 5.181 -0.805 -0.628
H 2.744 1.060 1.838
C -0.524 -2.563 1.471
C -2.280 -0.958 0.935
H -3.819 -1.176 -0.566
H -3.059 2.401 -1.816
N 5.996 -0.888 0.410
C 4.865 0.393 -1.257
H -4.572 1.499 -1.882
H -0.390 -3.638 1.618
H -7.536 1.489 1.055
H 3.338 1.393 -2.371
C 1.053 -0.793 0.621
O 2.449 1.009 -0.214
H 1.315 1.958 1.244
H -6.112 1.904 2.016
C 5.466 1.551 -0.770
H -6.145 -0.442 1.052
O 3.037 -0.652 -2.510
C 2.347 1.671 1.022
C 1.905 -0.249 -0.332
H -6.012 0.264 -0.564
H -2.055 -2.820 0.162
H -2.608 1.560 0.469
C 6.544 0.217 0.861
H -4.302 -1.586 1.088

Charge   0
LUMO   0.567 eV
HOMO-LUMO gap   8.75 eV
SMILES string   CCN(CC)CCNCc1ccc(OCc2ccc(Cl)nc2)c(OC)c1
Highest occupied orbital energy   -8.19 eV


The following is a quantum chemistry calculation of a structure of composition C6H24F3HfN12O6 at a distorted geometry, from the OMol25 dataset.

Geometry (Å):
H -3.680 -2.184 -1.186
H 3.464 3.244 -1.799
N -0.837 1.225 -4.212
H 2.788 0.114 -1.253
O -0.956 2.049 1.214
N 0.037 0.122 4.324
N -3.238 -2.663 -1.957
H 2.061 3.852 -0.813
H -2.757 4.424 2.175
N -0.091 -3.865 2.666
H -0.835 -0.330 4.090
O -0.337 -2.275 1.177
N 0.918 -3.969 0.671
N 1.303 0.747 -4.270
N 2.988 1.075 -1.491
H -0.813 1.692 -5.107
H 2.797 0.785 3.366
C 2.200 2.029 -1.087
N -2.520 3.500 1.843
H -0.519 -3.387 -3.069
C 0.196 0.650 -3.573
N 2.639 3.135 -1.228
N -1.521 -3.264 -3.109
C -1.332 2.901 1.954
F -2.387 -0.564 1.301
H -1.079 3.867 3.655
C 0.152 -3.368 1.553
F 1.571 -1.055 -0.413
C -1.975 -2.467 -2.172
F -2.143 1.202 -1.166
H -3.225 3.006 1.315
H 0.371 3.454 2.713
O 0.143 0.052 -2.526
N 2.017 0.587 3.977
H -3.719 -2.921 -2.807
C 0.876 0.365 3.391
H 0.419 -4.616 3.111
H 1.512 -4.703 1.029
H 0.163 0.271 5.315
O 1.072 1.749 -0.616
Hf -0.474 -0.056 -0.022
H 3.858 1.334 -1.933
O -1.237 -1.773 -1.557
H -0.726 -3.277 3.186
H 1.152 -3.514 -0.200
H 1.296 1.117 -5.210
N -0.630 3.456 2.849
O 0.668 0.094 2.218
H 2.166 0.576 -3.775
H -2.220 -3.793 -3.610
H 2.166 0.460 4.968
H -1.744 0.911 -3.900

Charge   +1
LUMO   -1.811 eV
HOMO-LUMO gap   9.86 eV
Highest occupied orbital energy   -11.67 eV


The following is a quantum chemistry calculation of a structure of composition C42H34N4O2S4Ti at a distorted geometry, from the OMol25 dataset.

Geometry (Å):
C 3.134 -3.395 -2.119
S 0.789 0.145 -0.873
H -0.370 2.803 2.745
H -0.608 -4.139 -1.810
H -4.345 -1.065 4.226
C -4.042 -1.708 3.399
H 3.192 4.319 0.451
C -2.012 -5.418 2.305
C 3.435 2.626 -2.456
C 0.034 3.598 -3.908
C 2.473 -2.888 -0.975
H 1.103 -0.544 5.949
C 0.980 -1.632 4.113
H 1.938 -2.580 1.463
C -1.744 2.903 -1.289
C -1.225 -5.075 4.548
C -3.685 0.227 0.455
C -0.038 3.754 -2.400
C 0.903 4.410 -4.631
C 1.080 -3.168 -0.915
H -0.510 5.538 -1.189
H -1.999 -1.207 4.009
C 1.139 -4.397 -3.008
H -1.248 1.808 -6.485
H 0.793 -3.671 2.375
C -2.503 -1.761 3.216
C -4.080 2.455 -1.012
H -1.212 -6.975 3.551
C -1.456 -5.923 3.472
N -2.294 -1.039 1.940
Ti -0.875 -0.281 0.661
C 0.677 -1.559 2.757
H 0.977 3.903 -2.025
H 3.066 -4.473 -3.959
C -2.065 -3.210 3.268
H -4.196 3.373 -1.560
C -3.491 -0.712 1.477
C 0.076 2.005 2.162
C 2.499 -4.116 -3.107
H -0.451 1.880 1.213
C -5.213 1.706 -0.633
H -2.781 -3.684 1.306
S 1.787 2.568 1.777
C 1.902 1.500 -0.923
C 0.238 0.734 2.956
H 4.306 4.464 -1.743
C 0.891 -2.716 1.860
C -5.002 0.592 0.110
H -6.208 2.040 -0.892
S 3.462 -2.057 0.195
C -1.531 -3.725 4.444
H 2.374 0.815 -2.882
C -0.971 4.904 -1.947
C 0.506 0.707 4.307
H -0.809 -5.465 5.469
C 0.225 3.356 -6.683
H 4.194 -3.191 -2.188
H -4.465 -2.698 3.540
O -2.089 4.229 -1.343
H 3.931 2.647 -3.419
H 1.520 5.134 -4.107
N -0.632 2.573 -1.777
N 0.305 -0.386 2.211
H -1.350 -3.064 5.286
H 1.680 4.929 -6.559
C 0.453 -3.927 -1.912
H -1.404 2.016 -4.031
C 0.996 4.294 -6.010
C -2.329 -4.071 2.210
H 0.633 -4.987 -3.761
C 3.020 3.552 -0.296
C 3.651 3.630 -1.522
H 1.290 -2.577 4.536
O -4.547 -1.166 2.173
C 2.570 1.593 -2.155
H -1.326 5.516 -2.773
H -5.809 -0.022 0.484
H -2.203 -6.076 1.466
H 0.307 3.254 -7.758
C -0.646 2.546 -5.969
S -0.120 -2.719 0.341
C -2.808 2.020 -0.728
C 0.876 -0.499 4.891
N -2.533 0.863 -0.023
H 0.454 1.619 4.890
C 2.168 2.489 0.034
C -0.743 2.667 -4.588

Charge   0
LUMO (alpha / beta)   -0.510 / -0.844 eV
HOMO-LUMO gap (alpha / beta)   5.45 / 5.12 eV
Expectation value of S²   2.0172
Highest occupied orbital energy (alpha / beta)   -5.96 / -5.96 eV
2S+1   3


The following is a quantum chemistry calculation of a cluster of 3 separate species, C8H18N2O7 in total at a distorted geometry, from the OMol25 dataset.

Geometry (Å):
O -4.664 -12.274 45.885
H -1.598 -8.227 44.498
O -1.884 -16.781 42.662
H -4.171 -16.916 42.340
H -4.271 -8.184 45.166
O 0.034 -17.492 43.495
C -2.310 -8.383 43.659
H -2.420 -11.128 45.936
H -3.263 -16.585 45.232
C -3.153 -17.270 44.440
H -2.730 -7.400 43.251
H -1.815 -10.999 42.869
H -3.697 -9.714 41.785
C -3.247 -16.541 43.120
N -3.199 -9.500 43.810
C -2.455 -10.810 43.816
C -1.626 -11.083 45.153
H -1.800 -12.933 45.398
C -4.171 -9.501 42.669
H -4.780 -8.647 42.528
H -3.244 -11.543 44.016
H -4.727 -10.369 42.980
C -4.009 -9.266 45.000
O -1.078 -12.413 45.170
H -3.922 -18.063 44.293
O -4.737 -14.061 47.150
O -1.939 -17.771 44.602
H -3.427 -9.311 46.091
C -1.116 -17.296 43.603
H -0.810 -10.559 45.460
H -3.429 -15.559 43.224
H -1.635 -8.638 42.948
H -4.707 -10.028 45.276
N -4.354 -13.477 46.116
O -3.370 -14.002 45.587

Charge   0
LUMO   -0.356 eV
HOMO-LUMO gap   8.00 eV
Highest occupied orbital energy   -8.36 eV


The following is a quantum chemistry calculation of the molecule C6H5NO2 at a distorted geometry, from the OMol25 dataset.

Geometry (Å):
C -1.926 -0.668 0.640
H -1.387 -0.384 1.666
H -2.971 -1.054 0.585
C -0.740 -1.121 -0.318
C 1.163 0.581 -0.054
N -1.662 0.101 -0.506
O 1.530 -1.872 -0.007
H 0.316 2.614 0.229
C 0.665 -0.960 0.007
H -2.007 2.192 0.222
C 0.103 1.624 -0.134
C -1.253 1.368 -0.100
O 2.297 0.997 0.187
H -1.006 -2.020 -0.843

Charge   0
LUMO   -0.775 eV
HOMO-LUMO gap   8.82 eV
SMILES string   O=C1C=CN2C[C@@H]2C1=O
Highest occupied orbital energy   -9.59 eV


> What is the charge in the third record?

+1


> Number 5 is which compound?

C8H18N2O7


Copy entry 5 word for word.
The following is a quantum chemistry calculation of a cluster of 3 separate species, C8H18N2O7 in total at a distorted geometry, from the OMol25 dataset.

Geometry (Å):
O -4.664 -12.274 45.885
H -1.598 -8.227 44.498
O -1.884 -16.781 42.662
H -4.171 -16.916 42.340
H -4.271 -8.184 45.166
O 0.034 -17.492 43.495
C -2.310 -8.383 43.659
H -2.420 -11.128 45.936
H -3.263 -16.585 45.232
C -3.153 -17.270 44.440
H -2.730 -7.400 43.251
H -1.815 -10.999 42.869
H -3.697 -9.714 41.785
C -3.247 -16.541 43.120
N -3.199 -9.500 43.810
C -2.455 -10.810 43.816
C -1.626 -11.083 45.153
H -1.800 -12.933 45.398
C -4.171 -9.501 42.669
H -4.780 -8.647 42.528
H -3.244 -11.543 44.016
H -4.727 -10.369 42.980
C -4.009 -9.266 45.000
O -1.078 -12.413 45.170
H -3.922 -18.063 44.293
O -4.737 -14.061 47.150
O -1.939 -17.771 44.602
H -3.427 -9.311 46.091
C -1.116 -17.296 43.603
H -0.810 -10.559 45.460
H -3.429 -15.559 43.224
H -1.635 -8.638 42.948
H -4.707 -10.028 45.276
N -4.354 -13.477 46.116
O -3.370 -14.002 45.587

Charge   0
LUMO   -0.356 eV
HOMO-LUMO gap   8.00 eV
Highest occupied orbital energy   -8.36 eV